1.
# C3H7N2O

2 unconnected molecules or ions with the total composition C3H7N2O in a non-equilibrium geometry (wB97M-V/def2-TZVPD, the OMol25 dataset).

Frontier orbital gap (alpha / beta)   7.26 / 7.26 eV
Relative energy (zero: lowest compared OMol25 entry of this formula, charge and spin)   4.110 eV
E_HOMO (alpha / beta)   -14.651 / -14.652 eV
Calculated total energy   -302.888991 a.u.
Charge   +1

```
13
Properties=species:S:1:pos:R:3:lowdin_charge:R:1
C 0.2879 1.8424 0.1487 0.09
C 1.4489 -0.2559 -0.0544 -0.58
C -2.0829 -0.4203 -0.2821 0.41
N 1.1995 -1.5217 0.2514 0.21
N 0.2613 0.5945 0.1123 0.10
O 2.4452 0.2564 -0.4618 0.14
H -0.6271 2.4195 0.1898 0.10
H 1.2236 2.4077 0.1431 0.13
H -2.2580 -0.5684 0.7678 0.06
H -1.7246 -1.2209 -0.9016 0.05
H -2.4561 0.4683 -0.7585 0.06
H 0.3285 -1.8136 0.6632 0.11
H 1.9539 -2.1881 0.1822 0.14
```

=====

2.
# C13H34F3N11O26PS2

11 unconnected molecules or ions with the total composition C13H34F3N11O26PS2 in a non-equilibrium geometry (wB97M-V/def2-TZVPD, the OMol25 dataset).

Frontier orbital gap   6.59 eV
E_HOMO   -5.480 eV
Calculated total energy   -4510.846475 a.u.
Charge   -1

```
90
Properties=species:S:1:pos:R:3:lowdin_charge:R:1
O 2.0554 -0.1338 -2.3945 -0.03
C 0.8588 0.1812 -2.2862 -0.73
O 0.0503 0.3530 -3.2265 -0.05
C 0.2918 0.3457 -0.8092 -0.32
N 0.7941 -0.8440 -0.0694 -0.09
S -0.0253 -1.2209 1.3118 0.67
O -1.2178 -0.4655 1.5334 -0.26
O -0.2200 -2.6420 1.3160 -0.29
C 1.1878 -0.9456 2.6898 -0.70
F 0.7060 -1.5329 3.7849 0.13
F 1.3646 0.3335 2.9337 0.12
F 2.3180 -1.5341 2.3597 0.16
P 0.9184 1.9659 -0.1388 0.24
O -0.1533 2.5876 0.8905 -0.20
O 0.8684 3.0036 -1.3564 -0.21
S 2.7155 1.9124 0.5407 0.38
H -0.7928 0.3324 -0.8940 0.10
H 0.6050 -1.6401 -0.6782 0.12
H -0.0417 2.1767 1.7591 0.03
H -0.0240 2.9227 -1.7483 0.04
C -0.2978 -6.1259 0.5503 0.04
N -0.5870 -5.4919 -0.7618 -0.44
O 0.1681 -4.6393 -1.1517 0.09
O -1.5811 -5.8855 -1.3495 0.04
H 0.6046 -5.6887 0.9611 0.10
H -1.1496 -5.9375 1.1957 0.08
H -0.1686 -7.1902 0.3720 0.09
C -3.1025 -8.7649 0.2196 0.05
N -3.0705 -8.5719 1.6967 -0.44
O -2.8995 -7.4481 2.1094 0.07
O -3.2187 -9.5607 2.3888 0.04
H -2.9557 -7.8016 -0.2593 0.08
H -2.3018 -9.4534 -0.0350 0.10
H -4.0718 -9.1846 -0.0319 0.10
C -3.1094 0.9090 -3.2070 0.05
N -2.7975 2.2146 -2.5787 -0.41
O -3.6716 3.0458 -2.4596 0.08
O -1.6433 2.3311 -2.2365 0.04
H -4.1541 0.8951 -3.4957 0.10
H -2.4619 0.8176 -4.0707 0.07
H -2.8920 0.1331 -2.4800 0.10
C -0.4827 -10.7763 4.1661 0.05
N 0.9366 -10.3714 3.9764 -0.46
O 1.5348 -9.9392 4.9372 0.07
O 1.3974 -10.5038 2.8616 0.06
H -0.7571 -10.6036 5.1998 0.10
H -1.0894 -10.1718 3.4988 0.07
H -0.5576 -11.8297 3.9135 0.10
C 1.9149 5.2450 3.7374 0.05
N 1.2866 3.9252 3.4785 -0.43
O 0.0770 3.8377 3.6275 0.04
O 2.0157 3.0271 3.1338 -0.01
H 1.1401 5.9429 4.0331 0.08
H 2.6415 5.1133 4.5332 0.10
H 2.3960 5.5653 2.8168 0.11
C -1.3056 8.3845 2.9413 0.04
N 0.1153 8.7435 2.6769 -0.46
O 0.7787 9.1356 3.6176 0.05
O 0.5077 8.6164 1.5409 0.07
H -1.5116 8.5467 3.9927 0.09
H -1.9241 9.0236 2.3187 0.10
H -1.4328 7.3387 2.6748 0.10
C -1.4828 -2.9621 5.8107 0.04
N -2.4580 -3.0873 6.9288 -0.46
O -3.3873 -3.8532 6.7859 0.06
O -2.2531 -2.4096 7.9134 0.06
H -1.7909 -3.6199 5.0068 0.10
H -1.4866 -1.9260 5.4866 0.10
H -0.5079 -3.2463 6.1948 0.10
C -0.4414 -1.6415 -6.1506 0.05
N -1.7370 -0.9563 -5.9087 -0.45
O -2.5070 -1.4665 -5.1246 0.05
O -1.9328 0.0828 -6.5043 0.06
H -0.4112 -2.5408 -5.5478 0.09
H -0.3901 -1.8752 -7.2103 0.09
H 0.3461 -0.9516 -5.8588 0.10
C 2.6029 4.9074 -3.3335 0.06
N 3.5630 5.8559 -2.7032 -0.45
O 3.7905 5.7371 -1.5228 0.08
O 4.0622 6.6996 -3.4283 0.02
H 2.2412 4.2172 -2.5794 0.07
H 1.7888 5.4974 -3.7450 0.10
H 3.1364 4.3793 -4.1180 0.11
C 4.0146 9.1436 -6.2798 0.04
N 2.9042 8.2095 -6.6063 -0.46
O 3.1870 7.0467 -6.7852 0.07
O 1.7896 8.6854 -6.6718 0.05
H 4.9412 8.5830 -6.2547 0.09
H 4.0383 9.9033 -7.0557 0.09
H 3.8014 9.5809 -5.3094 0.10
```

=====

3.
# C34H35F5MnN4O4S2

A molecular structure, C34H35F5MnN4O4S2 (wB97M-V/def2-TZVPD, the OMol25 dataset).

Multiplicity   6
Frontier orbital gap (alpha / beta)   3.99 / 6.48 eV
E_HOMO (alpha / beta)   0.272 / -2.226 eV
Calculated total energy   -4283.198393 a.u.
Charge   -2

```
85
Properties=species:S:1:pos:R:3:mulliken_spin:R:1
Mn -0.7511 0.1738 0.4096 4.13
C -2.5693 -3.5593 1.8029 0.01
C -2.1754 -2.2352 1.2267 0.05
N -0.9544 -1.8831 1.0467 -0.01
O 0.0053 -2.8023 1.4250 0.01
C -3.2017 -1.2934 0.8054 0.07
C -4.6607 -1.5891 0.9429 0.00
N -2.7842 -0.1670 0.2600 -0.08
O -3.5921 0.6857 -0.1929 -0.02
H -1.7109 -4.0596 2.2376 0.00
H -2.9858 -4.1910 1.0144 0.00
H -3.3437 -3.4226 2.5582 0.00
H 0.7945 -2.5697 0.8871 0.00
H -4.9305 -2.5495 0.4940 0.00
H -5.2103 -0.7952 0.4422 0.00
H -4.9714 -1.6153 1.9923 0.00
O 8.3819 -2.3535 -2.7593 0.00
C 7.3376 -1.9445 -3.5450 0.00
O 7.5888 -1.5822 -4.6686 0.00
C 5.9986 -1.9972 -2.9421 0.00
C 4.8821 -1.7995 -3.7658 0.00
C 3.6012 -1.8663 -3.2686 0.00
C 3.3419 -2.1346 -1.9033 -0.01
S 1.7436 -2.2358 -1.2841 0.01
C 4.4797 -2.3052 -1.0789 0.00
C 5.7595 -2.2400 -1.5820 0.00
H 8.0250 -2.6826 -1.9263 0.00
H 5.0518 -1.5934 -4.8154 0.00
H 2.7527 -1.7049 -3.9216 0.00
H 4.3196 -2.5031 -0.0269 0.01
H 6.5739 -2.3580 -0.8703 0.00
N 1.1022 0.1914 0.9512 0.01
S 1.6888 0.3433 2.4735 0.22
C 3.1503 1.3446 2.1657 0.02
C 3.5462 2.2199 3.1687 0.01
C 4.6957 2.9785 3.0126 0.00
C 5.4670 2.8480 1.8629 0.02
C 5.0722 1.9670 0.8659 -0.01
C 3.9061 1.2268 1.0065 0.03
C 2.3751 -1.0514 3.1488 -0.01
C 3.4816 -1.7671 2.5810 0.24
C 3.9296 -2.9232 3.1741 -0.19
C 3.3263 -3.4495 4.3262 0.38
C 2.2103 -2.7652 4.8665 -0.10
C 1.7383 -1.6136 4.2987 0.14
H 1.6901 -0.3446 0.3080 0.00
H 2.9456 2.3021 4.0673 -0.01
H 4.9896 3.6735 3.7902 0.00
H 6.3695 3.4356 1.7439 0.00
H 5.6634 1.8590 -0.0356 0.00
H 3.5826 0.5718 0.2057 0.01
H 3.9603 -1.3971 1.6841 0.11
H 4.7688 -3.4446 2.7234 -0.01
H 3.6824 -4.3707 4.7684 0.05
H 1.7050 -3.1623 5.7409 0.00
H 0.8673 -1.1141 4.7113 0.02
C 0.0989 4.7655 -1.0747 0.00
N 1.3401 4.0585 -1.3492 0.00
C 2.4174 4.6181 -0.5587 0.00
C 1.1914 2.6331 -1.0410 0.04
C 0.2805 1.8876 -1.9951 -0.21
C 0.2876 2.2601 -3.3401 -0.02
C -0.5106 1.6080 -4.2657 0.02
C -1.3312 0.5713 -3.8447 -0.02
C -1.3380 0.2042 -2.5068 -0.13
C -0.5366 0.8383 -1.5494 0.09
H 0.1965 5.8122 -1.3768 0.00
H -0.1702 4.7276 -0.0071 0.00
H -0.7179 4.3134 -1.6370 0.00
H 2.5561 5.6727 -0.8126 0.00
H 3.3481 4.0869 -0.7670 0.00
H 2.2292 4.5476 0.5272 0.00
H 0.8381 2.4995 -0.0131 -0.01
H 2.1896 2.1847 -1.0780 0.00
H 0.9260 3.0817 -3.6463 0.00
H -0.4908 1.9087 -5.3083 0.00
H -1.9672 0.0507 -4.5536 0.00
H -1.9946 -0.6051 -2.2066 0.01
F -0.1883 2.5436 2.2883 0.00
C -1.2991 1.8742 1.7593 0.03
F -1.9498 2.8495 1.0286 0.01
C -2.1775 1.6168 2.9894 0.04
F -1.7700 0.4947 3.6253 0.01
F -2.1463 2.6023 3.9194 0.00
F -3.4654 1.4425 2.6678 0.00
```

=====

4.
# C2H9N2O

2 unconnected molecules or ions with the total composition C2H9N2O in a non-equilibrium geometry (wB97M-V/def2-TZVPD, the OMol25 dataset).

Multiplicity   2
Frontier orbital gap (alpha / beta)   9.64 / 6.85 eV
Relative energy (zero: lowest compared OMol25 entry of this formula, charge and spin)   0.943 eV
E_HOMO (alpha / beta)   -8.854 / -8.841 eV
Calculated total energy   -266.239862 a.u.

```
14
Properties=species:S:1:pos:R:3:mulliken_spin:R:1
C -0.1485 -0.6798 2.2807 -0.02
O 0.7679 0.0782 1.6196 0.88
H -0.0623 -0.7061 3.3766 0.06
H -1.1799 -0.3679 2.0738 -0.01
H 0.0588 -1.7123 1.9845 0.08
N -0.7096 1.1591 -0.6608 0.00
C -0.3942 0.3484 -1.8187 0.00
N 0.5469 -0.7617 -1.6478 0.00
H -1.4335 0.6965 -0.1232 0.00
H 0.0849 1.1885 -0.0538 0.00
H -1.2611 0.0360 -2.3928 0.00
H 0.0400 0.9783 -2.6060 0.00
H 1.5026 -0.4260 -1.5923 0.00
H 0.3797 -1.1552 -0.7249 0.00
```

=====

> The lowest calculated total energy belongs to which entry?

C13H34F3N11O26PS2

=====

> Among the records above, which one has the highest calculated total energy?

C2H9N2O